(1)
{"formula": "C43H38BrF15MnN3OPSeTe", "method": "wB97M-V/def2-TZVPD", "multiplicity": 5, "charge": 1, "s_squared": 6.191, "gap_ha": [0.224, 0.258], "relative_energy_kcal_mol": 0.00, "energy_ev": -275777.181, "largest_force_ev_per_a": 1.16, "lumo_ev": [-3.75, -2.80], "homo_energy_ev": [-9.835, -9.832], "species": ["Mn", "F", "C", "F", "F", "C", "C", "C", "C", "C", "C", "P", "C", "C", "C", "C", "C", "C", "C", "F", "F", "F", "C", "C", "C", "C", "C", "C", "C", "F", "F", "F", "H", "H", "H", "H", "H", "H", "H", "H", "H", "H", "H", "H", "C", "N", "C", "C", "N", "C", "C", "Se", "H", "H", "H", "H", "H", "H", "H", "H", "C", "C", "C", "C", "C", "C", "H", "H", "H", "H", "H", "Br", "C", "C", "C", "C", "C", "N", "H", "H", "H", "H", "C", "Te", "C", "H", "H", "H", "H", "H", "H", "C", "C", "O", "C", "F", "F", "F", "C", "F", "F", "F", "H", "H", "H"], "xyz": [[-0.48708, -0.92712, -0.01096], [-6.65816, 3.15218, -2.19918], [-6.75570, 2.54555, -1.00478], [-7.37743, 3.39484, -0.17471], [-7.53214, 1.46662, -1.15273], [-5.38767, 2.18719, -0.48400], [-5.00158, 0.86676, -0.34488], [-3.71168, 0.58119, 0.08701], [-2.81839, 1.60357, 0.37851], [-3.22879, 2.93157, 0.25925], [-4.50997, 3.21980, -0.17530], [-1.13612, 1.17269, 0.92552], [-0.14303, 2.60494, 0.42662], [0.08597, 3.68651, 1.27260], [0.86504, 4.74586, 0.83969], [1.42148, 4.72319, -0.43129], [1.19436, 3.65643, -1.28449], [0.40700, 2.59938, -0.85338], [2.28080, 5.88392, -0.85838], [2.93968, 5.62509, -1.99330], [1.53601, 6.98366, -1.05548], [3.18414, 6.18077, 0.08866], [-1.23836, 1.26062, 2.74429], [-0.05420, 1.25743, 3.48980], [-0.10026, 1.31386, 4.86851], [-1.32792, 1.36343, 5.51561], [-2.50542, 1.34862, 4.79261], [-2.46172, 1.29589, 3.40165], [-1.33698, 1.43860, 7.02015], [-0.68998, 0.38844, 7.55077], [-2.57853, 1.44992, 7.51609], [-0.70924, 2.54761, 7.44096], [-5.69194, 0.06589, -0.57270], [-3.42022, -0.45310, 0.21106], [-2.54687, 3.74182, 0.48740], [-4.83203, 4.24993, -0.27671], [-0.33301, 3.71030, 2.27039], [1.04905, 5.58738, 1.49710], [1.64522, 3.63149, -2.26721], [0.26211, 1.74756, -1.50761], [0.90469, 1.19863, 2.99106], [0.81713, 1.31334, 5.44504], [-3.45736, 1.37520, 5.30454], [-3.39046, 1.27077, 2.84615], [3.39676, 0.38947, -5.55333], [4.17957, -0.46299, -4.66949], [5.24928, -1.24859, -5.08768], [5.73418, -1.85930, -3.99870], [4.95918, -1.44383, -2.92191], [5.20967, -1.83169, -1.53634], [4.00028, -0.57797, -3.33206], [2.73588, 0.25695, -2.26392], [4.06606, 0.99930, -6.15551], [2.77503, 1.03027, -4.93496], [2.76680, -0.21476, -6.20407], [5.55954, -1.29682, -6.11794], [6.55678, -2.54586, -3.88556], [6.17611, -1.44811, -1.21149], [5.20027, -2.91699, -1.45002], [4.42774, -1.40176, -0.91770], [3.61809, -0.90307, 2.53009], [3.30067, 0.23520, 1.80288], [2.12637, 0.28789, 1.06158], [1.26266, -0.79790, 1.03134], [1.58524, -1.93997, 1.75308], [2.75678, -1.99319, 2.50129], [4.53142, -0.94281, 3.11225], [3.96879, 1.08882, 1.79956], [1.93583, 1.17657, 0.47984], [0.93235, -2.79544, 1.75251], [2.99308, -2.89447, 3.05516], [-3.58616, -2.93924, -0.41868], [-2.80474, -2.96733, 1.29846], [-3.15063, -3.99386, 2.15552], [-2.57906, -4.00068, 3.41590], [-1.70188, -2.98462, 3.76708], [-1.42053, -2.01049, 2.83380], [-1.95695, -1.99698, 1.60041], [-3.84194, -4.75921, 1.83444], [-2.82111, -4.79025, 4.11663], [-1.23443, -2.94860, 4.74299], [-0.74236, -1.20404, 3.06883], [-0.21722, -0.18363, -4.32572], [-1.60082, -0.38782, -2.73544], [-2.32759, 1.57999, -3.08984], [0.22008, 0.80796, -4.25097], [-0.79076, -0.30223, -5.24382], [0.55441, -0.94087, -4.23710], [-2.85470, 1.56483, -4.04261], [-1.48015, 2.26222, -3.13989], [-3.00909, 1.89038, -2.30023], [1.92567, -3.55394, -1.17308], [0.40991, -3.73145, -1.16520], [-0.27490, -2.62432, -0.71003], [0.03935, -4.96991, -0.29168], [0.91099, -5.96906, -0.45148], [-1.18317, -5.44609, -0.55364], [0.05830, -4.64429, 1.01565], [-0.05066, -4.00132, -2.61879], [0.36014, -5.19971, -3.04998], [-1.37405, -3.93162, -2.76305], [0.48526, -3.07023, -3.43913], [2.31586, -3.63317, -0.16087], [2.13719, -2.55450, -1.55245], [2.41096, -4.30313, -1.79891]], "atomic_forces_ev_per_a": [[0.45, -1.01, -0.37], [-0.07, 0.00, -0.03], [0.11, -0.05, 0.07], [-0.07, 0.01, -0.01], [-0.05, 0.04, -0.03], [0.01, 0.02, -0.03], [0.10, -0.05, 0.02], [-0.10, -0.04, 0.09], [0.01, 0.02, 0.04], [0.04, 0.03, -0.05], [0.01, 0.11, 0.04], [-0.36, 0.69, 0.27], [0.06, -0.07, -0.08], [-0.02, 0.06, 0.03], [-0.02, 0.06, 0.07], [0.00, -0.03, 0.00], [-0.06, -0.06, -0.02], [0.04, 0.08, 0.03], [-0.07, -0.08, 0.04], [0.03, 0.07, -0.01], [0.02, 0.04, -0.04], [0.05, 0.04, -0.04], [0.12, 0.03, -0.03], [0.03, 0.01, -0.03], [0.10, -0.03, -0.03], [-0.08, -0.01, 0.01], [-0.05, -0.04, -0.12], [-0.02, -0.03, 0.06], [-0.02, 0.01, -0.17], [0.01, -0.04, 0.09], [0.03, 0.01, 0.07], [-0.03, -0.01, 0.08], [0.02, 0.00, 0.00], [0.00, 0.10, -0.04], [-0.02, -0.03, -0.02], [0.02, -0.06, 0.00], [0.01, -0.03, -0.01], [0.00, -0.04, -0.03], [0.01, -0.02, 0.03], [-0.01, -0.04, -0.02], [-0.01, 0.05, 0.03], [-0.03, 0.01, -0.03], [0.01, 0.02, -0.01], [0.02, 0.05, 0.00], [0.06, -0.10, 0.09], [0.03, 0.08, -0.22], [-0.35, 0.27, -0.10], [-0.08, -0.01, 0.42], [0.17, -0.13, 0.22], [0.01, 0.02, -0.19], [0.24, -0.23, -0.19], [0.08, 0.06, -0.14], [0.02, 0.01, -0.01], [0.00, 0.01, 0.01], [-0.01, -0.02, 0.00], [-0.06, 0.03, 0.06], [-0.08, 0.06, 0.04], [0.00, 0.01, -0.03], [-0.01, 0.00, -0.01], [-0.06, 0.00, 0.02], [-0.03, -0.03, 0.01], [0.07, 0.00, 0.03], [0.16, 0.01, -0.21], [-0.23, 0.08, 0.08], [0.10, 0.05, 0.25], [0.01, 0.02, 0.01], [-0.05, 0.00, -0.03], [-0.02, -0.03, 0.00], [0.00, 0.02, 0.03], [-0.05, -0.12, -0.04], [0.00, 0.04, 0.00], [-0.03, -0.11, -0.07], [-0.05, -0.05, -0.21], [-0.02, -0.10, 0.18], [-0.04, -0.06, 0.02], [0.00, -0.03, 0.05], [-0.15, -0.02, -0.01], [0.29, 0.20, 0.04], [0.01, 0.02, 0.02], [0.01, 0.03, -0.03], [-0.04, 0.00, -0.06], [0.06, -0.03, -0.02], [0.07, -0.02, -0.06], [-0.36, -0.02, 0.23], [-0.05, 0.08, -0.03], [0.07, -0.03, -0.04], [0.08, 0.02, 0.02], [-0.05, 0.08, 0.01], [0.04, 0.04, 0.06], [-0.06, 0.01, 0.01], [0.04, -0.07, -0.05], [0.05, 0.06, 0.05], [-0.09, 0.14, 0.04], [0.07, -0.20, -0.02], [0.02, 0.17, -0.06], [0.01, -0.08, -0.06], [-0.05, 0.03, 0.02], [-0.03, 0.05, 0.02], [0.13, 0.02, 0.15], [-0.05, 0.02, -0.08], [0.00, -0.01, -0.08], [-0.08, -0.10, 0.02], [0.02, 0.00, 0.01], [0.04, 0.00, -0.01], [-0.02, 0.01, 0.03]]}

=====

(2)
{"formula": "C18H25NO3", "method": "wB97M-V/def2-TZVPD", "gap_ha": 0.340, "relative_energy_kcal_mol": 19.59, "energy_ev": -26705.575, "smiles": "CCCCCCCCOc1ccc([C@@H]2CC(=O)NC2=O)cc1", "largest_force_ev_per_a": 0.53, "lumo_ev": 0.71, "homo_energy_ev": -8.546, "species": ["C", "C", "C", "C", "C", "C", "C", "C", "O", "C", "C", "C", "C", "C", "C", "C", "O", "N", "C", "O", "C", "C", "H", "H", "H", "H", "H", "H", "H", "H", "H", "H", "H", "H", "H", "H", "H", "H", "H", "H", "H", "H", "H", "H", "H", "H", "H"], "xyz": [[5.20222, 1.08153, -2.33672], [5.39441, -0.26221, -1.64346], [4.97109, -1.45286, -2.50554], [3.48927, -1.48302, -2.88337], [2.55907, -1.63154, -1.68147], [1.10192, -1.78591, -2.11146], [0.17063, -1.94948, -0.91378], [-1.28629, -2.10279, -1.35448], [-2.16589, -2.31825, -0.26965], [-2.52431, -1.28297, 0.53193], [-3.31310, -1.62243, 1.63353], [-3.75597, -0.65480, 2.50825], [-3.43338, 0.68222, 2.30954], [-3.90119, 1.74417, 3.27890], [-4.50492, 2.97346, 2.59566], [-3.45040, 4.05395, 2.70898], [-3.43661, 5.13881, 2.19719], [-2.47221, 3.56854, 3.55085], [-2.66890, 2.27924, 3.99865], [-1.96190, 1.71030, 4.78166], [-2.64579, 1.01841, 1.21802], [-2.19449, 0.05451, 0.33387], [4.14836, 1.29229, -2.49854], [5.61607, 1.88227, -1.72784], [5.70719, 1.08806, -3.30045], [6.45234, -0.38292, -1.39753], [4.84078, -0.27034, -0.70327], [5.21380, -2.37377, -1.96926], [5.56140, -1.44286, -3.42534], [3.22980, -0.57771, -3.43440], [3.32739, -2.32911, -3.55641], [2.64584, -0.75715, -1.03468], [2.85791, -2.50684, -1.10021], [0.80097, -0.90784, -2.68878], [1.00602, -2.65658, -2.76443], [0.26483, -1.08687, -0.25069], [0.45347, -2.83537, -0.34172], [-1.60573, -1.23893, -1.95091], [-1.39168, -2.99966, -1.97183], [-3.56455, -2.66071, 1.77983], [-4.35929, -0.94147, 3.35659], [-4.57725, 1.28901, 4.00490], [-4.76129, 2.79852, 1.55111], [-5.40594, 3.32237, 3.10300], [-1.67453, 4.12308, 3.83186], [-2.37148, 2.04947, 1.04391], [-1.58768, 0.36419, -0.50199]], "atomic_forces_ev_per_a": [[0.03, -0.17, 0.21], [0.03, -0.06, -0.20], [-0.10, 0.12, 0.04], [0.18, -0.11, 0.28], [-0.12, 0.04, -0.47], [0.04, 0.01, 0.42], [-0.32, 0.00, -0.25], [0.44, 0.05, -0.12], [-0.21, -0.05, 0.22], [-0.18, 0.06, 0.25], [0.15, -0.08, -0.21], [0.08, 0.10, -0.09], [-0.06, 0.00, 0.01], [-0.02, -0.26, -0.09], [-0.19, -0.01, -0.05], [-0.15, -0.08, -0.01], [-0.04, 0.24, -0.14], [0.41, 0.30, 0.14], [-0.17, 0.02, 0.12], [0.10, -0.16, 0.15], [-0.18, -0.10, 0.17], [0.15, -0.17, -0.26], [-0.12, 0.09, -0.07], [0.00, 0.13, -0.01], [0.03, 0.05, -0.13], [-0.03, -0.01, 0.10], [0.05, -0.01, 0.10], [0.04, -0.08, -0.06], [0.09, -0.06, 0.00], [-0.06, 0.02, -0.10], [-0.05, 0.03, -0.07], [0.02, 0.01, 0.12], [0.04, -0.02, 0.11], [-0.01, 0.02, -0.10], [0.00, -0.01, -0.10], [0.03, -0.01, 0.05], [0.00, 0.00, 0.06], [-0.02, -0.07, 0.02], [0.01, 0.15, 0.01], [-0.03, -0.13, 0.02], [-0.07, -0.02, 0.10], [0.11, 0.07, 0.00], [0.03, 0.06, 0.04], [0.03, 0.06, -0.01], [-0.08, -0.05, -0.03], [0.05, 0.11, -0.05], [0.07, -0.02, -0.09]]}

=====

(3)
{"formula": "C37H29IN5O5PbS", "method": "wB97M-V/def2-TZVPD", "charge": 1, "gap_ha": 0.271, "relative_energy_kcal_mol": 7.85, "energy_ev": -80705.946, "largest_force_ev_per_a": 2.10, "lumo_ev": -2.97, "homo_energy_ev": -10.361, "species": ["Pb", "C", "C", "N", "N", "C", "O", "C", "C", "C", "C", "C", "C", "C", "C", "C", "C", "C", "N", "H", "H", "H", "H", "H", "H", "H", "H", "H", "H", "H", "H", "C", "C", "C", "C", "C", "C", "C", "S", "O", "O", "N", "C", "C", "C", "C", "C", "C", "C", "C", "N", "C", "H", "H", "H", "H", "H", "H", "H", "H", "H", "H", "H", "H", "H", "I", "C", "C", "C", "C", "C", "C", "C", "O", "O", "H", "H", "H", "H"], "xyz": [[-0.75299, -2.25310, -0.20506], [3.16551, -3.35090, 2.14154], [1.86541, -2.76660, 1.69714], [1.39371, -2.99100, 0.51094], [2.03931, -3.79710, -0.32516], [1.30241, -4.31730, -1.29246], [0.04711, -4.16270, -1.40176], [2.04341, -5.09200, -2.30136], [1.36371, -5.62780, -3.39456], [2.06391, -6.26110, -4.40276], [3.44551, -6.36160, -4.33406], [4.12431, -5.85100, -3.23636], [3.43061, -5.21720, -2.22546], [1.00801, -2.06880, 2.64114], [1.48031, -1.61420, 3.87444], [0.58781, -1.11210, 4.80064], [-0.76369, -1.08520, 4.48034], [-1.14859, -1.51440, 3.22104], [-0.29519, -1.97990, 2.32464], [3.55561, -3.96650, 1.33454], [3.88721, -2.57040, 2.37554], [3.02281, -3.96900, 3.02594], [0.28931, -5.52460, -3.43626], [1.53701, -6.67360, -5.24946], [3.99441, -6.83530, -5.13366], [5.19891, -5.94450, -3.17766], [3.94641, -4.80390, -1.37176], [2.53451, -1.64430, 4.08914], [0.93651, -0.75500, 5.75784], [-1.49599, -0.73660, 5.18894], [-2.18579, -1.48900, 2.92054], [0.54081, 6.94600, 0.33264], [-0.01089, 5.55730, 0.31184], [0.81661, 4.45570, 0.10184], [0.29831, 3.17320, 0.03104], [-1.06519, 2.99530, 0.17124], [-1.90959, 4.06930, 0.39264], [-1.38059, 5.34420, 0.46494], [-1.74659, 1.34140, 0.22374], [-3.14979, 1.41150, 0.48894], [-3.12849, 1.02510, 3.09224], [-1.23939, 0.32120, -0.82036], [-1.50739, 0.36060, -2.16916], [-2.40389, 1.21730, -2.77346], [-2.60799, 1.18630, -4.15786], [-1.90129, 0.33140, -4.96026], [-0.93159, -0.52030, -4.39426], [-0.10659, -1.37310, -5.15946], [0.89221, -2.07570, -4.53926], [1.00481, -2.00180, -3.14506], [0.17021, -1.32560, -2.39406], [-0.74899, -0.52930, -2.98566], [1.62091, 6.94750, 0.45124], [0.09281, 7.53840, 1.12794], [0.30111, 7.43380, -0.61276], [1.88011, 4.60420, -0.00766], [0.94221, 2.32040, -0.12116], [-2.96459, 3.88650, 0.51494], [-2.03409, 6.18520, 0.64104], [-2.95639, 1.90660, -2.15106], [-3.32449, 1.86470, -4.59256], [-2.05399, 0.31190, -6.02836], [-0.25399, -1.44450, -6.22886], [1.57051, -2.71080, -5.08526], [1.80311, -2.52060, -2.63716], [-4.08159, 6.11020, 4.66694], [-2.84169, 4.52600, 4.04364], [-1.46599, 4.71450, 3.96314], [-0.67919, 3.67640, 3.51454], [-1.24169, 2.45400, 3.14014], [-2.62339, 2.25150, 3.29644], [-3.41859, 3.31060, 3.72684], [-0.37569, 1.43500, 2.53814], [0.75221, 1.19500, 2.85194], [-0.93359, 0.73090, 1.47924], [-1.02289, 5.66010, 4.23434], [0.38601, 3.80590, 3.40524], [-4.09479, 1.05370, 3.05124], [-4.48879, 3.17940, 3.80924]], "atomic_forces_ev_per_a": [[-0.36, -0.76, -0.27], [0.01, -0.09, -0.19], [0.41, -0.59, -1.06], [-0.83, 0.48, 0.89], [1.21, -0.35, -0.54], [-0.23, 0.15, 0.72], [-0.28, 0.20, 0.04], [0.20, -0.25, -0.44], [-0.05, 0.16, 0.29], [0.08, -0.06, -0.14], [-0.03, 0.01, 0.05], [0.09, -0.06, -0.12], [-0.12, 0.03, 0.10], [-0.55, 0.53, 0.78], [-0.01, -0.13, -0.34], [-0.32, -0.11, -0.13], [0.25, -0.06, 0.09], [-0.12, 0.04, 0.25], [0.49, -0.20, 0.15], [0.06, 0.06, 0.12], [0.06, 0.08, 0.07], [0.01, 0.01, 0.12], [-0.07, -0.01, -0.02], [-0.07, -0.03, -0.08], [0.04, -0.09, -0.06], [0.07, 0.01, 0.01], [0.03, 0.00, 0.00], [0.14, -0.06, 0.05], [0.02, 0.02, 0.06], [-0.14, 0.06, 0.04], [-0.12, 0.07, -0.01], [0.00, 0.04, -0.05], [-0.08, -0.19, 0.01], [-0.08, -0.05, 0.01], [0.19, -0.08, -0.10], [-0.29, -0.48, -0.23], [-0.26, 0.02, -0.09], [0.07, -0.16, -0.08], [0.67, -0.40, -0.33], [0.10, 0.29, -0.24], [-0.25, -0.40, 0.18], [0.34, 0.99, 1.82], [-0.51, 0.50, -0.97], [0.24, -0.32, 0.32], [0.10, -0.06, -0.36], [-0.11, 0.17, 0.11], [-0.07, -0.05, 0.43], [0.26, -0.15, 0.18], [-0.20, 0.15, -0.25], [-0.02, 0.00, -0.03], [0.49, 0.14, 0.34], [-0.27, 0.19, -0.50], [0.05, 0.03, 0.02], [0.00, 0.03, 0.05], [0.04, 0.10, -0.02], [0.11, 0.00, -0.02], [0.14, -0.09, -0.04], [-0.17, 0.07, 0.05], [-0.10, 0.08, 0.02], [-0.15, 0.08, -0.08], [-0.11, 0.05, -0.07], [-0.03, 0.04, -0.10], [0.00, 0.05, -0.04], [0.08, -0.03, -0.09], [0.01, -0.10, -0.01], [0.28, -0.32, -0.14], [-0.18, 0.27, 0.07], [-0.02, 0.09, 0.06], [-0.11, -0.22, -0.05], [-0.49, 0.00, 0.23], [0.29, 0.57, 0.28], [-0.05, 0.00, -0.08], [0.61, 0.68, 0.60], [-0.48, 0.02, -0.41], [-0.14, -0.61, -0.85], [0.02, 0.05, 0.01], [0.14, 0.00, 0.00], [0.17, 0.04, -0.02], [-0.06, -0.07, 0.07]]}